5
Properties=species:S:1:pos:R:3:forces:R:3 method="wB97M-V/def2-TZVPD" molar_mass_g_mol=249.4 lumo_ev="-15.1 / -15.8" total_charge=+2 homo_lumo_gap_ev="8.35 / 8.21" e_tot_ha=-360.71198
H -1.1861 -1.8322 0.0663 -0.1953 -1.3803 -0.0334
O -0.6298 -1.0459 -0.0446 -5.5654 0.8641 -0.3325
C -1.4574 0.1452 -0.0670 6.1371 1.2900 0.8706
O -0.6674 1.1047 0.0516 -5.7936 -1.4175 -0.7349
Tl 1.1646 0.0440 0.0401 5.4172 0.6438 0.2302

=====

8
Properties=species:S:1:pos:R:3:forces:R:3 method="wB97M-V/def2-TZVPD" molar_mass_g_mol=156.1 lumo_ev=6.0 total_charge=-2 smiles="[O-]C(=S)[P@@]([O-])(O)=S" homo_lumo_gap_ev=5.86 e_tot_ha=-1402.24484
O -0.5537 1.4472 0.7465 -0.6685 0.1768 -0.1045
C -1.5675 0.9776 0.2132 1.7306 -1.0410 1.0218
S -3.0044 1.6925 -0.1535 -1.7348 1.1298 -0.3139
P -1.3977 -0.8584 -0.2890 -1.2732 0.0309 -3.8748
O -2.0423 -1.1198 -1.7062 1.3756 0.3704 2.9268
O 0.2053 -0.6718 -0.4915 1.4828 -0.3614 -0.6059
S -1.6312 -2.2761 1.0654 -0.3236 -0.3298 0.6739
H 0.5795 -1.2511 -1.1720 -0.5888 0.0243 0.2764

=====

8
Properties=species:S:1:pos:R:3:forces:R:3 method="wB97M-V/def2-TZVPD" molar_mass_g_mol=157.2 lumo_ev="2.8 / 2.8" total_charge=-1 homo_lumo_gap_ev="6.50 / 6.50" e_tot_ha=-1459.00726
C -0.0772 0.2152 -0.6296 0.7572 2.0817 -2.1108
O 0.7326 2.5811 1.2891 2.4357 -0.7236 -0.2924
O 2.2699 -0.9389 -0.3325 0.7197 -0.9374 0.2152
O 2.8006 3.2189 -0.0036 -1.3429 -2.5686 2.4148
S -0.9882 1.4919 -1.1737 0.1768 -0.2241 0.4615
S 1.6188 0.2488 -0.9461 -1.2317 0.3939 0.6524
S 2.1259 2.1900 0.9051 -1.3051 3.3259 -2.3306
H -0.5727 -0.6651 -0.3506 -0.2097 -1.3480 0.9899

=====

6
Properties=species:S:1:pos:R:3:forces:R:3 method="wB97M-V/def2-TZVPD" molar_mass_g_mol=265.4 lumo_ev="-16.5 / -16.5" total_charge=+2 homo_lumo_gap_ev="7.13 / 7.28" e_tot_ha=-435.89833
H -1.0936 -1.2377 0.1341 -2.9703 2.6554 -0.8531
O -1.4588 -0.1831 -0.0909 1.3454 -2.9033 -0.9632
O 0.1657 1.3508 0.1712 -0.7531 2.5253 -2.0445
O 0.5335 -0.7766 -0.0925 1.6523 -1.0596 -2.0287
C -0.2537 0.2552 -0.3064 -2.6190 -1.6188 5.3833
Tl 2.1070 0.5914 0.1845 3.3447 0.4010 0.5062